1.
Computed, not measured: 2 unconnected molecules or ions with the total composition C2H3O2S2 at a distorted geometry, with the ωB97M-V functional and the def2-TZVPD basis.

Output
energy = -1024.78810 hartree
energy relative to the best compared isomer or geometry (same formula, charge and spin) = 91.7 kcal per mole
highest occupied orbital energy (alpha / beta) = -0.0748 / -0.0594 Ha
lowest unoccupied orbital energy (alpha / beta) = 2.1 / 1.6 eV
net charge = -1

XYZ file:
```
9
Properties=species:S:1:pos:R:3:forces:R:3
C 1.602983 0.344009 -0.377981 0.617 0.824 -0.471
C 0.806112 -0.547199 0.506959 3.736 -0.087 0.828
O -2.419753 1.701389 -1.165830 1.172 -3.488 1.075
O -2.885424 -0.740980 -0.637364 1.250 1.548 -0.081
S 2.927380 1.141743 0.204981 -0.464 -0.477 0.039
S -1.890959 0.343086 -0.763868 -2.610 2.080 -1.195
H 0.237948 0.079741 1.089574 -1.659 1.555 1.551
H 0.221218 -1.147311 -0.055889 -2.128 -2.114 -1.672
H 1.400494 -1.174478 1.199418 0.086 0.158 -0.075
```
Forces are in eV/Å.



2.
Computed, not measured: 34 unconnected molecules or ions with the total composition H70NO33 at a distorted geometry, with the ωB97M-V functional and the def2-TZVPD basis.

Output
energy = -2579.47499 hartree
highest occupied orbital energy = -0.4222 Ha
lowest unoccupied orbital energy = -2.6 eV
net charge = +1

XYZ file:
```
104
Properties=species:S:1:pos:R:3:forces:R:3
N 6.178010 -24.799100 26.972470 -1.023 0.043 0.324
H 5.747440 -24.922280 27.877750 -0.002 0.369 1.168
H 6.034840 -23.824930 26.747510 -0.465 0.230 -0.530
H 5.681820 -25.509840 26.454070 -0.031 -0.002 -1.470
H 7.160910 -24.980760 27.117390 1.070 -0.324 -0.133
O 6.727640 -22.735300 32.051370 -0.094 0.224 0.281
H 6.281000 -23.563700 31.876770 -0.041 -0.347 0.023
H 6.356540 -22.123850 31.415260 0.004 0.164 -0.221
O 5.937050 -25.927800 31.867850 -0.095 0.101 -0.214
H 5.747790 -26.579390 32.543020 -0.163 -0.093 0.276
H 6.808630 -26.160230 31.547620 0.556 -0.053 0.135
O 5.352520 -27.297080 28.453800 -0.256 0.162 0.485
H 5.995850 -27.692330 27.865470 0.372 -0.355 -0.728
H 5.153710 -27.984990 29.089010 -0.232 -0.131 0.197
O 3.152680 -26.322270 22.899530 -0.619 -0.239 0.213
H 3.203520 -25.445540 22.518750 0.126 0.249 -0.122
H 4.017050 -26.467290 23.284310 0.395 0.144 -0.377
O 12.343350 -25.760690 27.132260 0.056 -0.877 0.120
H 11.794440 -24.976540 27.126500 -0.051 0.629 -0.146
H 13.227100 -25.433770 27.300540 0.214 -0.107 0.048
O 2.943030 -25.755920 28.619040 -0.051 -0.223 0.388
H 2.829240 -26.659490 28.324360 0.256 -0.223 -0.039
H 2.516820 -25.227850 27.943970 -0.220 0.533 -0.523
O 2.988270 -19.853290 27.341170 0.454 0.263 -0.220
H 2.502210 -20.665230 27.197200 -0.440 -0.571 0.356
H 2.782510 -19.312050 26.578960 -0.027 0.321 -0.096
O 5.665810 -23.436420 21.731530 0.323 -0.060 -0.280
H 4.753680 -23.157170 21.652330 -0.458 -0.045 0.012
H 6.055340 -22.812870 22.344450 0.072 0.161 0.359
O 9.384350 -26.617090 30.041200 0.743 0.809 -0.380
H 8.665430 -27.096540 30.452910 -0.187 -0.339 0.018
H 10.175730 -27.052240 30.358360 0.296 -0.038 0.063
O 8.636030 -25.263820 27.586380 0.062 0.630 -0.041
H 9.345400 -24.621860 27.616430 0.004 0.528 0.131
H 9.067700 -26.105520 27.732780 0.154 -0.734 0.104
O 6.781360 -28.818340 26.569310 0.132 -0.031 0.350
H 7.433910 -29.441410 26.888970 0.217 -0.207 0.140
H 6.878790 -28.836060 25.617250 -0.240 0.180 -0.501
O 7.785230 -22.544880 28.667190 0.646 -0.359 0.098
H 7.848090 -21.625550 28.408140 -0.139 0.471 -0.064
H 6.845210 -22.723900 28.690560 -0.272 -0.023 -0.027
O 1.962100 -28.810430 25.875410 0.171 -0.082 0.112
H 1.578120 -28.330100 26.608940 -0.124 0.074 0.169
H 1.324100 -28.718130 25.167830 -0.286 0.046 -0.309
O 2.765980 -22.728680 22.706030 0.141 -0.100 -0.254
H 1.927000 -22.874050 23.143320 -0.236 -0.082 0.006
H 3.137770 -21.965250 23.147810 0.092 0.117 0.166
O 10.330020 -24.215070 23.744600 -0.441 0.145 0.031
H 10.538880 -24.968120 23.191860 0.115 -0.300 -0.178
H 11.061590 -23.611650 23.614540 0.314 0.259 -0.357
O 8.270580 -21.822650 23.441700 -0.242 0.082 0.302
H 8.494560 -21.286590 22.680980 0.007 0.240 -0.239
H 8.594300 -22.696540 23.223180 0.236 -0.393 -0.046
O 2.428880 -25.103520 31.359200 -0.263 0.026 0.589
H 2.606100 -25.650920 30.594240 -0.020 -0.015 -0.414
H 3.114370 -24.435700 31.340420 0.234 -0.046 -0.128
O 9.227720 -28.300140 24.128130 -0.386 0.169 0.323
H 9.893120 -27.909760 23.561500 0.180 0.004 -0.315
H 9.726170 -28.724800 24.826300 0.238 -0.475 -0.172
O 3.025570 -22.032180 30.875260 0.204 0.146 -0.003
H 3.163360 -21.108890 31.086870 0.086 0.390 0.166
H 3.166150 -22.491700 31.703100 -0.073 -0.067 0.288
O 2.101230 -22.224780 28.374130 -0.119 -0.027 -0.868
H 1.437280 -22.901720 28.505020 -0.130 -0.137 -0.088
H 2.334160 -21.942850 29.258710 0.073 -0.097 0.516
O 4.620970 -26.737420 25.678490 0.055 0.512 0.168
H 4.133900 -27.254580 26.320000 -0.039 -0.225 0.157
H 4.559660 -27.241780 24.867260 0.196 -0.425 -0.129
O 5.212570 -22.081750 27.627350 0.308 -0.201 -0.048
H 4.756760 -22.029070 28.467400 -0.343 -0.093 0.281
H 4.626120 -21.646730 27.008410 -0.142 0.241 -0.209
O 1.205410 -24.622020 26.585610 0.120 -0.091 0.336
H 0.425500 -24.966440 27.020740 -0.370 -0.075 0.119
H 0.920970 -24.443380 25.689270 0.119 0.022 -0.302
O 5.344280 -24.551030 29.517970 0.199 0.887 0.153
H 4.494470 -24.988760 29.468430 -0.537 -0.308 -0.187
H 5.816830 -25.021380 30.204760 0.009 -0.183 0.243
O 7.618630 -25.706150 24.384730 -0.102 0.178 0.178
H 8.282040 -25.083980 24.086340 0.260 0.278 0.085
H 8.117410 -26.401650 24.813360 0.253 -0.348 0.278
O 7.794070 -19.351640 27.585300 0.096 -0.267 0.196
H 7.179180 -18.725120 27.203700 -0.250 0.153 0.004
H 8.410320 -19.543940 26.878550 0.209 -0.001 -0.186
O 6.277620 -26.166160 22.137760 -0.279 -0.762 -0.506
H 6.055150 -25.238220 22.212970 -0.142 0.556 -0.186
H 6.950190 -26.306490 22.804220 -0.006 -0.001 0.307
O 9.409500 -23.907940 30.881160 0.293 0.177 0.335
H 8.969900 -23.389510 30.207200 -0.378 0.353 -0.221
H 9.528640 -24.769530 30.481530 -0.014 -0.492 -0.140
O 5.455030 -22.170550 24.639750 -0.484 -0.243 0.030
H 6.410270 -22.124580 24.680220 0.503 0.147 -0.052
H 5.189810 -21.329280 24.268060 0.084 0.323 -0.001
O 7.807850 -28.488830 30.697790 -0.712 -0.465 0.429
H 7.023570 -28.603700 30.161190 -0.259 0.076 -0.144
H 8.342290 -29.260390 30.509940 0.304 -0.233 0.044
O 11.257800 -23.530870 26.320210 -0.110 0.537 0.125
H 11.466360 -22.599540 26.393490 0.080 0.280 0.362
H 10.836940 -23.615960 25.464720 -0.381 -0.457 -0.137
O 4.338300 -29.331720 24.411630 0.489 0.148 -0.410
H 4.546040 -30.120770 24.912090 0.027 -0.189 0.123
H 3.453800 -29.095960 24.691480 -0.374 -0.034 0.231
O 10.070840 -27.375940 27.110300 -0.264 -0.916 0.008
H 10.874740 -26.892640 26.919530 0.956 0.258 0.147
H 9.900900 -27.882160 26.315880 -0.194 0.174 0.046
```
Forces are in eV/Å.



3.
Computed, not measured: a molecular structure, C33H26Br4NO3P2RhS, with the ωB97M-V functional and the def2-TZVPD basis.

Output
spin multiplicity = 5
<S²> = 6.03
energy = -13041.06008 hartree
energy relative to the best compared isomer or geometry (same formula, charge and spin) = 18.4 kcal per mole
highest occupied orbital energy (alpha / beta) = -0.2668 / -0.2924 Ha
lowest unoccupied orbital energy (alpha / beta) = 0.3 / -1.7 eV

XYZ file:
```
71
Properties=species:S:1:pos:R:3:forces:R:3
Rh 0.424062 -1.296821 -0.011530 0.384 -0.154 0.320
Br -6.397589 0.915029 0.102027 -0.041 -0.024 -0.012
C -4.839684 -0.132794 0.075855 0.031 -0.163 -0.023
C -4.940407 -1.567031 0.058834 -0.035 0.190 0.015
Br -6.638123 -2.372819 0.034523 0.002 0.005 0.004
C -3.813700 -2.344599 0.054397 0.029 -0.016 -0.022
Br -3.860336 -4.223526 0.008567 0.000 0.036 0.005
C -2.512102 -1.755657 0.072658 -0.265 0.232 -0.061
O -1.454929 -2.432893 0.057749 0.362 -0.181 0.150
C -2.409587 -0.296539 0.086897 -0.189 -0.108 -0.003
O -1.260812 0.218401 0.106163 0.070 0.106 -0.146
C -3.612124 0.474809 0.072229 0.072 -0.069 0.058
Br -3.391673 2.344056 0.070362 0.043 -0.049 0.004
C 1.559054 2.368022 0.056207 -0.112 -0.125 0.025
C 1.008381 1.769708 1.371300 0.177 0.011 -0.281
P 1.307672 -0.002845 1.765621 -0.513 0.078 0.597
C 2.971807 -0.082964 2.500874 0.027 -0.136 -0.095
C 3.349055 -1.272629 3.124943 -0.010 0.012 -0.015
C 4.595804 -1.393118 3.716261 -0.013 0.007 -0.021
C 5.487199 -0.327573 3.680111 -0.018 0.023 -0.004
C 5.127374 0.849865 3.043852 -0.033 -0.004 -0.014
C 3.874583 0.971957 2.454011 0.039 0.049 0.011
C 0.265303 -0.239039 3.263081 0.014 0.082 0.026
C 0.118987 0.738848 4.246101 0.048 0.037 0.025
C -0.649424 0.498430 5.376116 0.036 0.056 -0.032
C -1.277163 -0.728467 5.543694 -0.013 -0.061 -0.030
C -1.142399 -1.710331 4.572390 0.025 0.053 -0.032
C -0.379368 -1.463155 3.436586 -0.057 0.141 0.077
C 1.070428 1.741161 -1.272154 0.016 0.073 0.191
P 2.062019 0.311204 -1.788164 0.028 -0.035 -0.487
C 0.962865 -1.065454 -2.224041 -0.047 0.070 -0.086
C 1.361668 -2.382677 -1.890708 -0.126 0.079 -0.479
C 0.577009 -3.469773 -2.308673 0.055 -0.004 0.060
C -0.596391 -3.259116 -2.996763 -0.078 -0.020 -0.017
C -1.001806 -1.958967 -3.318218 -0.003 0.017 -0.019
C -0.235903 -0.875161 -2.947292 0.063 -0.002 0.007
C 2.950278 0.740389 -3.304270 0.061 0.028 -0.043
C 2.648355 0.172854 -4.540750 0.036 0.050 0.035
C 3.392338 0.515970 -5.662168 -0.010 0.005 0.013
C 4.443904 1.414225 -5.552042 -0.018 -0.028 -0.002
C 4.757763 1.973600 -4.319996 -0.021 0.000 0.022
C 4.015448 1.640147 -3.198213 -0.056 0.015 -0.013
H 2.650004 2.377053 0.067470 -0.022 0.009 0.003
H 1.228636 3.408524 0.042982 0.039 0.033 -0.003
H -0.078862 1.854676 1.368195 -0.033 -0.009 0.019
H 1.384987 2.369634 2.202788 -0.005 0.041 -0.029
H 2.657534 -2.108372 3.149817 0.002 0.012 0.023
H 4.874932 -2.319180 4.202786 -0.009 0.009 -0.006
H 6.462064 -0.418683 4.142938 -0.019 -0.004 -0.028
H 5.825464 1.675872 2.993105 -0.017 -0.020 -0.010
H 3.621224 1.892312 1.942067 0.018 -0.053 0.051
H 0.610312 1.699756 4.135132 -0.015 -0.060 0.041
H -0.756462 1.270517 6.129047 0.007 -0.030 -0.033
H -1.874261 -0.916364 6.427860 0.014 0.007 -0.031
H -1.638600 -2.666183 4.689269 0.020 0.026 -0.002
H -0.298364 -2.221125 2.669594 0.009 -0.083 -0.100
H 1.168403 2.472114 -2.076183 -0.021 0.078 0.009
H 0.022243 1.453593 -1.199200 -0.045 0.002 -0.001
H 2.342448 -2.549104 -1.463460 0.040 -0.033 0.121
H 0.900644 -4.476951 -2.078502 -0.012 0.033 0.030
H -1.213576 -4.102242 -3.282506 0.039 0.048 -0.012
H -1.923224 -1.801303 -3.864888 0.013 0.000 0.020
H -0.546693 0.128882 -3.215436 -0.030 -0.025 0.038
H 1.842196 -0.543652 -4.632868 -0.007 0.005 0.004
H 3.151920 0.074194 -6.620891 0.014 0.002 0.018
H 5.028843 1.670267 -6.426713 -0.017 0.002 0.018
H 5.590314 2.660019 -4.230038 -0.030 -0.018 0.006
H 4.282343 2.053767 -2.232184 0.010 -0.022 -0.024
O 5.527428 0.506420 -0.504518 -0.113 -0.036 -0.042
S 4.571115 -0.619304 -0.672648 0.183 -0.032 0.060
N 3.044853 -0.057966 -0.602646 0.028 -0.158 0.149
```
Forces are in eV/Å.